216
Properties=species:S:1:pos:R:3:forces:R:3 method="wB97M-V/def2-TZVPD" orbital_gap_ev="5.058 / 2.899" multiplicity=4 charge=+2
Ni -2.225604 1.184494 -5.847583 -0.2 -0.8 3.8
C -1.281004 0.273744 -2.675883 1.7 -1.7 0.5
O 0.004046 -0.196986 -2.213453 -0.3 0.8 -0.7
O -1.078184 0.319134 -4.073843 -1.8 0.0 0.0
C -2.348614 -0.800946 -1.959603 2.1 3.2 -0.7
F -2.525854 -0.435666 -0.653853 0.9 -0.8 -0.6
F -3.503724 -0.536136 -2.495233 -2.3 -0.6 -1.2
F -2.010004 -2.069006 -2.119153 -0.2 0.2 0.4
C 0.424916 -0.089956 -0.864153 -0.8 -1.6 0.9
C 1.904806 0.037164 -0.792763 0.1 0.6 -0.5
H 2.365796 -0.733806 -1.410183 0.1 0.3 -0.3
H 2.083506 1.052284 -1.147293 1.0 -0.1 0.0
H 2.279736 -0.151826 0.213127 -0.2 0.4 0.2
H 0.218936 -1.041466 -0.373943 -0.6 -0.3 0.1
H -0.106024 0.658334 -0.275703 -0.1 0.4 -0.3
H -1.466774 1.254994 -2.239163 -0.4 0.2 0.1
C 5.642536 0.506774 1.825777 -0.8 0.3 -0.1
C 5.144056 1.700424 2.713197 -1.1 -0.9 0.3
C 5.107536 1.262704 4.211887 0.8 0.0 0.6
C 6.436456 1.351054 4.984907 -1.4 -1.9 -0.6
C 7.045266 2.636944 4.788927 1.6 1.9 -0.7
C 7.237796 3.073094 3.305857 0.2 1.6 0.8
N 6.011166 2.870814 2.510097 1.2 -1.3 0.2
O 6.126126 3.348924 1.230947 -1.0 -0.7 0.9
C 7.532116 4.618684 3.294597 0.0 0.0 -0.4
C 8.393976 2.309264 2.581527 -0.6 -0.5 0.1
C 3.703356 2.130954 2.332307 -0.1 1.6 -0.4
H 5.689926 0.875834 0.801257 0.5 -0.3 -0.1
H 4.880046 -0.272146 1.824177 -0.5 0.3 0.1
H 6.501216 -0.054106 2.194817 0.4 0.7 -0.1
H 4.404496 1.866964 4.785217 -0.4 -0.1 -0.3
H 4.846476 0.205324 4.255387 -0.6 0.2 -0.3
H 7.091696 0.545504 4.653467 0.2 -0.1 0.0
H 6.274066 1.207484 6.053137 -0.2 -0.2 -0.1
H 8.043236 2.531694 5.214457 0.3 0.7 -0.1
H 6.531886 3.431814 5.329957 -0.1 0.0 0.0
H 7.692816 5.029874 2.298007 0.5 -0.4 -0.2
H 6.750626 5.277444 3.673277 -0.4 -0.5 0.5
H 8.421406 4.831244 3.887957 0.0 -0.2 -0.1
H 8.590016 1.344704 3.049807 0.0 0.2 0.4
H 8.081516 2.020634 1.577947 0.4 0.5 -0.2
H 9.289526 2.929714 2.615107 -0.1 -0.1 -0.3
H 3.400816 3.002944 2.912137 0.0 -0.4 1.2
H 2.917496 1.378044 2.392627 0.5 -0.2 0.1
H 3.582656 2.697654 1.409057 0.5 -1.0 -1.0
H 5.869926 4.265534 1.356607 0.2 0.9 -0.4
C 1.174596 -5.917606 1.584757 -0.9 -0.4 1.3
C 2.077946 -5.081716 0.683887 -0.5 0.4 0.5
C 3.332926 -4.562156 1.457967 0.8 0.8 -2.0
C 4.476166 -4.046706 0.459527 -1.0 -0.6 0.8
C 4.824216 -5.133826 -0.562813 0.4 1.3 0.8
C 3.651196 -5.680856 -1.323773 -0.6 -3.0 -0.2
N 2.470756 -5.981186 -0.395603 1.7 0.4 -1.4
O 1.389146 -6.502496 -1.141143 0.3 -0.7 0.8
C 3.359976 -4.818406 -2.567033 -1.1 -0.5 0.4
C 4.167466 -7.158076 -1.777583 -0.3 0.9 0.5
C 1.230536 -3.861936 0.219287 -0.3 -0.3 -0.1
H 0.965586 -5.467546 2.555247 0.1 0.8 0.0
H 1.492586 -6.903106 1.924997 0.8 -0.1 -0.7
H 0.188026 -6.118906 1.167327 0.1 0.2 -0.4
H 3.087266 -3.661376 2.020397 -0.5 -0.2 0.4
H 3.764626 -5.303856 2.129997 -0.1 -0.1 -0.1
H 5.305606 -3.732456 1.093077 0.4 -0.5 0.0
H 4.248976 -3.105086 -0.040313 -0.8 0.0 -0.2
H 5.378496 -5.904706 -0.027443 0.0 -0.1 -0.2
H 5.429656 -4.689996 -1.353093 0.6 -0.2 0.3
H 2.507786 -5.234296 -3.104533 -0.1 0.0 0.0
H 3.050756 -3.820466 -2.256213 0.2 0.3 -0.1
H 4.163916 -4.795586 -3.302733 0.3 0.1 0.4
H 4.609166 -7.647656 -0.909653 0.0 0.2 0.2
H 3.421946 -7.881186 -2.108373 -0.4 0.6 -0.3
H 4.961586 -7.086076 -2.520743 -0.1 0.2 -0.2
H 0.884426 -3.229366 1.036697 0.5 0.1 0.4
H 0.274336 -4.201986 -0.178403 0.1 -0.2 -0.5
H 1.740156 -3.255226 -0.529233 0.0 0.1 0.0
H 0.927846 -5.823276 -1.638603 0.1 0.9 -0.1
C -2.289764 7.057464 -0.640103 1.6 0.5 0.6
C -2.148014 7.015964 0.921307 -3.1 -1.3 -0.9
C -3.589444 6.551434 1.308127 1.4 -0.1 0.0
C -3.829394 5.070464 1.026157 -0.4 0.7 1.3
C -2.865304 4.235724 1.843297 0.5 0.5 -1.0
C -1.353454 4.547724 1.527497 -0.4 0.5 -0.9
N -1.170804 6.075414 1.548287 -2.4 -0.2 0.4
O 0.099226 6.462544 1.173707 1.3 -0.1 -0.5
C -0.580264 4.027704 2.755227 0.3 1.8 -0.1
C -0.883204 3.912664 0.130477 0.1 -0.1 1.3
C -2.089574 8.455634 1.419407 1.6 0.0 -0.2
H -2.940094 7.895814 -0.889773 0.0 -0.1 0.0
H -2.694674 6.156104 -1.100203 0.2 -0.1 0.3
H -1.293844 7.294464 -1.014373 0.0 -0.2 -0.6
H -3.640124 6.771094 2.374557 -0.5 -0.4 0.3
H -4.298704 7.206034 0.801617 0.0 -0.1 0.0
H -3.809994 4.720194 -0.005843 -0.2 0.5 -0.2
H -4.820844 4.933814 1.457947 -0.3 -0.6 -0.4
H -3.115964 3.208154 1.579947 0.5 -0.4 0.4
H -3.066034 4.424234 2.897947 0.2 -0.2 0.0
H -0.631724 2.962794 2.982007 0.1 0.2 -0.3
H 0.404976 4.493724 2.770287 0.7 -0.9 -0.5
H -0.951964 4.638294 3.578097 -0.7 -0.5 0.3
H -0.510714 2.899504 0.281697 -0.3 -0.3 0.3
H -1.685254 3.822014 -0.602043 -0.1 0.3 0.0
H -0.007154 4.389964 -0.308653 -0.3 0.6 0.1
H -1.190964 8.919554 1.012747 0.1 0.3 0.0
H -2.016244 8.546264 2.503157 -0.2 -0.2 0.1
H -2.932694 9.030954 1.036967 0.0 -0.2 0.2
H 0.385826 7.018154 1.902247 0.2 0.1 0.1
C -1.293324 -4.242786 4.553597 -0.2 0.0 -0.9
C -0.866044 -2.850416 4.921277 1.8 1.5 1.1
C 0.686496 -2.774246 4.729297 1.2 -0.2 -0.8
C 1.308696 -1.406806 4.697047 -0.8 1.3 0.0
C 0.607826 -0.654796 3.578407 -1.5 1.2 -0.3
C -0.987794 -0.524676 3.646057 1.4 0.9 0.8
N -1.501844 -1.864386 3.961917 0.3 -0.8 -0.8
O -2.919504 -1.864336 3.971897 0.4 -0.5 -0.1
C -1.437254 0.457804 4.768837 -0.5 -0.4 0.2
C -1.474284 0.028124 2.272467 0.4 -0.3 -0.1
C -1.159064 -2.607716 6.443887 -0.6 0.3 -0.7
H -1.063324 -4.325126 3.491327 -0.4 -0.2 -0.2
H -2.361824 -4.369926 4.727537 0.1 -0.3 0.0
H -0.699984 -5.029816 5.019027 -0.2 0.2 0.4
H 1.276506 -3.365966 5.429197 -0.7 -0.4 0.4
H 1.032816 -3.118506 3.754797 -0.7 -0.9 -0.3
H 2.358106 -1.293486 4.425017 0.3 -1.0 0.1
H 1.278396 -0.954386 5.688257 -0.5 0.6 0.0
H 0.812016 -1.079546 2.595557 0.1 -0.8 0.1
H 1.057736 0.326224 3.425797 -0.3 0.6 0.4
H -2.526724 0.460874 4.802757 -0.2 0.0 -0.2
H -1.164864 0.078354 5.753687 0.4 0.1 0.0
H -1.194644 1.519004 4.713307 0.5 -0.1 -0.4
H -2.546654 0.196644 2.173877 0.0 -0.1 0.4
H -0.974794 0.967364 2.034907 0.0 0.4 0.6
H -1.166724 -0.539026 1.393927 -0.1 -0.8 0.3
H -2.247094 -2.596006 6.508367 -0.1 -0.3 0.5
H -0.832104 -1.681416 6.916297 0.3 0.2 -0.5
H -0.725644 -3.383676 7.074857 -0.3 -0.3 -0.3
H -3.211814 -1.448486 4.786277 -0.1 0.2 0.4
C -4.526714 -0.669496 -5.448133 -0.9 0.5 -0.6
C -3.313504 -1.450626 -5.742683 -0.4 -1.5 2.1
O -2.455194 -0.721666 -6.596393 0.1 0.4 -0.5
O -4.158294 0.623124 -4.880383 1.0 -1.4 -2.4
H -5.269054 -1.231626 -4.881543 0.4 0.2 0.7
H -5.045384 -0.551396 -6.399523 -0.1 0.7 -0.2
H -3.577144 -2.411996 -6.183563 -0.1 0.1 -0.3
H -2.787464 -1.719766 -4.826743 0.2 0.2 0.1
H -2.124394 -1.443476 -7.135983 1.0 0.7 -0.7
H -4.744554 0.810544 -4.143653 -0.5 0.9 1.1
C 4.591486 3.015684 -2.221133 -0.2 -1.9 -0.4
C 3.662806 2.610014 -3.334833 -0.1 1.4 0.9
O 3.870816 1.310284 -3.643913 1.3 -1.4 -0.5
O 4.185306 4.264944 -1.756413 0.5 0.4 0.7
H 5.611426 2.882514 -2.581803 0.4 0.8 -0.1
H 4.514166 2.216054 -1.484443 -0.3 0.0 0.6
H 3.892516 3.314854 -4.133913 -0.5 0.1 -0.5
H 2.652176 2.714644 -2.940133 -0.4 0.6 -0.2
H 3.034646 0.905184 -3.885403 -0.4 -0.5 -0.3
H 4.575476 4.317704 -0.880863 -0.1 0.5 0.0
C -6.607654 -1.964516 0.688377 1.1 0.1 -0.7
C -6.370944 -1.288346 -0.657963 1.5 0.5 0.6
O -7.421504 -1.088046 -1.511733 -1.7 -0.3 -0.9
O -7.744954 -1.470076 1.268567 -1.7 0.2 0.7
H -5.764854 -1.656166 1.307007 0.6 -0.5 0.0
H -6.655694 -3.052776 0.649917 -0.2 0.0 -0.1
H -5.529154 -1.709796 -1.207383 0.4 -0.3 0.3
H -6.112814 -0.260266 -0.403973 0.5 0.1 0.2
H -7.821624 -1.933946 -1.726093 -0.3 -0.1 -0.1
H -7.729034 -0.517556 1.150077 -0.3 0.1 0.1
C -1.799974 -5.522306 -4.524073 -0.4 -1.3 2.4
C -0.487134 -5.781986 -3.812603 -0.1 -0.3 -1.5
O -0.066564 -4.711526 -3.001183 -0.2 -0.4 0.5
O -2.812094 -5.707166 -3.492003 -0.3 0.5 -2.1
H -1.952684 -6.313106 -5.258523 -0.2 0.0 0.0
H -1.753024 -4.575636 -5.062323 -0.4 0.5 0.2
H 0.190246 -5.977716 -4.643823 0.9 -0.1 0.2
H -0.609984 -6.680576 -3.207993 0.2 0.1 0.0
H -0.247764 -3.904546 -3.488573 0.3 0.5 -0.1
H -2.633984 -5.175696 -2.712633 0.2 0.2 0.3
C -2.996944 5.276204 -3.911423 1.4 -0.6 1.4
C -2.065594 4.054104 -4.035163 -0.1 0.8 0.9
O -2.699864 3.127274 -4.910743 0.0 -1.6 -1.3
O -3.159034 5.784974 -5.200653 -1.0 0.0 -0.2
H -2.607894 6.060294 -3.261853 0.8 -0.2 0.1
H -3.944904 5.063194 -3.417353 -0.3 -0.7 -0.2
H -1.922024 3.508474 -3.102553 0.0 0.3 0.1
H -1.098394 4.368664 -4.427193 0.0 0.0 -0.1
H -3.323994 3.626074 -5.442963 -0.2 0.4 -0.4
H -3.937644 6.314534 -5.013753 -0.2 0.7 -1.2
C -5.242484 2.079454 -1.787783 -0.6 1.2 0.6
C -6.335094 2.606254 -0.792643 0.7 -0.4 -0.7
O -6.948374 3.801334 -1.216983 0.0 0.2 -0.7
O -5.806674 1.702804 -3.042823 0.1 -1.1 -0.2
H -4.757834 1.211164 -1.341363 -0.2 -0.1 -0.2
H -4.470354 2.814354 -2.015433 0.1 0.3 0.4
H -5.935304 2.849924 0.191677 0.4 -0.6 0.1
H -7.047074 1.782674 -0.738683 -0.2 0.0 0.3
H -7.887574 3.656844 -1.353493 0.0 0.0 0.0
H -6.112154 2.448504 -3.564563 -0.1 0.4 0.4
C 2.271716 -1.520766 -4.442883 -1.8 -0.6 -0.1
C 1.195836 -2.252306 -5.281423 2.9 -1.8 -0.4
O 0.072966 -2.460046 -4.537983 -2.8 1.1 0.6
O 1.853646 -0.126636 -4.394773 1.3 -1.0 -0.6
H 3.299506 -1.749216 -4.724933 0.0 1.0 -0.6
H 2.177686 -1.993406 -3.465203 -0.1 0.3 0.4
H 1.388676 -3.313206 -5.440843 1.5 0.0 -0.5
H 1.104696 -1.829166 -6.281793 -0.5 0.5 0.0
H -0.361694 -1.613206 -4.413353 -0.6 0.5 0.5
H 0.938426 -0.109506 -4.105483 -0.4 0.2 0.5
C -4.094324 -4.631706 0.008497 0.3 0.4 -0.7
C -3.614764 -3.945286 1.307707 -0.4 -0.6 0.1
O -3.060584 -2.665956 1.042167 0.0 -0.2 -1.0
O -2.980094 -4.756006 -0.904253 -0.1 0.2 0.8
H -4.855454 -4.082796 -0.546013 -0.2 0.5 0.4
H -4.508074 -5.634486 0.115037 0.2 0.0 0.6
H -2.866684 -4.611626 1.737187 0.2 0.0 0.1
H -4.393174 -3.812326 2.059037 -0.4 -0.3 -0.1
H -2.556254 -2.378256 1.806677 0.1 0.0 0.4
H -2.451724 -3.990706 -0.666053 0.5 0.2 -0.3